C3H3Br2N3O in the gas phase at a distorted geometry. Source: OMol25; level of theory: the ωB97M-V functional and the def2-TZVPD basis.

The frontier orbital gap (alpha / beta) is 5.4 / 5.4 eV. The lowest unoccupied orbital energy (alpha / beta) is -1.9 / -1.9 eV.

Last column: natural (NBO) charge in e.
Atoms and positions in Å:
C: -1.830 -0.202 0.033  -0.22
C: -1.087 0.862 -0.015  0.42
C: -1.390 -1.577 -0.485  0.60
N: -0.391 -2.279 0.109  -0.42
N: 0.398 -1.900 1.066  -0.49
N: -0.036 1.621 0.047  -0.67
O: -2.052 -2.045 -1.387  -0.57
Br: -3.660 -0.097 0.468  0.19
Br: 1.903 -0.786 0.401  -0.16
H: -0.279 -3.316 -0.284  0.37
H: 0.250 2.329 -0.616  0.46
H: 0.344 1.375 1.012  0.48

Cartesian forces, eV/Å:
C 0.3 1.0 0.2
C 1.2 -0.3 -1.0
C -0.6 -1.5 -0.9
N -0.1 -2.2 -1.5
N 0.5 0.8 1.9
N -2.5 -2.3 2.8
O -0.2 0.4 -0.2
Br 0.2 0.1 0.1
Br 0.6 0.2 -0.3
H -0.6 2.7 0.6
H 0.2 -0.2 0.1
H 0.9 1.3 -1.7


C3H4N2O in the gas phase. Source: OMol25; level of theory: the ωB97M-V functional and the def2-TZVPD basis.

The frontier orbital gap is 8.6 eV. The lowest unoccupied orbital energy is -0.3 eV.

Last column: natural (NBO) charge in e.
Atoms and positions in Å:
O: 0.618 1.062 1.510  -0.62
C: 0.119 0.229 0.397  0.29
C: -0.783 -0.776 0.136  -0.43
C: -0.412 -1.020 -1.208  -0.07
N: 0.596 -0.244 -1.629  -0.28
N: 0.921 0.544 -0.598  -0.42
H: 0.001 1.791 1.717  0.53
H: -1.546 -1.245 0.738  0.24
H: -0.845 -1.745 -1.885  0.20
H: 1.331 1.404 0.823  0.56

Cartesian forces, eV/Å:
O 0.0 0.2 0.0
C 0.2 0.0 -0.4
C 0.1 0.1 0.0
C -0.1 -0.1 -0.2
N -0.2 -0.2 0.0
N -0.1 0.0 0.1
H 0.1 -0.2 -0.1
H 0.2 0.1 -0.1
H 0.0 0.1 0.1
H -0.1 0.1 0.5


A molecular structure, C25H41F5P2W at a distorted geometry. Source: OMol25; level of theory: the ωB97M-V functional and the def2-TZVPD basis.

As for the spin multiplicity: 3. As for the expectation value of S²: 2.18. As for the net charge: +2. The frontier orbital gap (alpha / beta) is 5.2 / 5.3 eV. The lowest unoccupied orbital energy (alpha / beta) is -8.3 / -8.3 eV.

Last column: Löwdin spin population.
Atoms and positions in Å:
W: -0.011 -1.047 0.318  1.60
C: 1.815 -2.162 1.206  0.00
C: 1.478 -1.083 2.098  0.04
C: -0.343 -2.532 1.989  0.01
C: 0.690 -3.048 1.125  0.02
C: 0.170 -1.357 2.631  -0.03
C: 3.140 -2.501 0.584  0.00
H: 3.892 -1.723 0.746  0.00
H: 2.988 -2.664 -0.494  0.00
H: 3.529 -3.439 1.009  0.00
C: 0.648 -4.343 0.381  0.02
H: 1.201 -4.279 -0.566  0.00
H: -0.387 -4.620 0.151  0.00
H: 1.096 -5.162 0.964  0.00
C: -1.607 -3.221 2.391  0.01
H: -1.419 -3.972 3.172  0.00
H: -2.047 -3.739 1.538  0.00
H: -2.345 -2.517 2.790  0.00
C: -0.450 -0.751 3.862  -0.01
H: -0.481 -1.506 4.657  0.00
H: -1.494 -0.460 3.653  0.00
H: 0.117 0.112 4.231  0.00
C: 2.390 -0.003 2.609  0.02
H: 2.921 -0.312 3.521  0.00
H: 1.851 0.909 2.886  0.00
H: 3.172 0.288 1.900  0.00
C: -0.467 1.577 -2.632  0.10
C: 0.922 1.582 -2.493  0.01
C: 1.605 2.919 -2.318  0.00
C: 1.024 3.941 -1.295  0.00
C: 0.147 3.366 -0.271  -0.02
C: -1.213 3.272 -0.312  0.02
C: -2.033 3.271 -1.555  0.01
C: -1.310 2.809 -2.816  0.01
H: 1.699 3.420 -3.302  0.00
H: 0.546 4.761 -1.839  0.00
H: 2.651 2.733 -2.037  0.00
H: -0.758 3.668 -3.208  0.00
H: -0.996 0.646 -2.841  0.00
H: 1.504 1.097 -3.304  0.00
H: -2.094 2.606 -3.569  0.00
H: -2.909 2.630 -1.418  0.00
H: -1.791 3.495 0.595  0.00
H: -2.460 4.284 -1.663  0.00
H: 1.905 4.350 -0.761  0.00
H: 0.659 3.233 0.675  0.00
P: 1.426 -0.559 -1.568  0.16
C: 1.242 -1.321 -3.196  0.03
C: 3.004 0.149 -1.146  0.01
P: -1.580 0.811 1.620  -0.06
C: -0.605 0.901 0.149  -0.01
C: -0.831 2.152 2.651  -0.02
C: -3.195 1.271 0.964  -0.01
H: 0.456 -2.090 -3.181  0.00
H: 2.201 -1.720 -3.573  0.00
H: 0.860 -0.499 -3.831  0.00
H: 2.814 1.224 -1.116  0.00
H: 3.773 -0.091 -1.884  0.00
H: 3.361 -0.081 -0.132  0.00
H: -3.212 1.867 0.046  0.00
H: -3.673 1.832 1.767  0.00
H: -3.690 0.322 0.757  0.00
H: -1.269 0.989 -0.743  0.01
H: 0.447 1.176 0.227  0.02
H: -1.015 1.734 3.648  0.00
H: -1.364 3.109 2.553  0.00
H: 0.254 2.327 2.551  0.00
F: -2.352 -0.817 -1.859  0.02
C: -2.079 -1.741 -0.848  0.02
F: -3.171 -1.668 -0.013  0.00
C: -2.209 -3.117 -1.536  0.00
F: -3.241 -3.167 -2.407  0.00
F: -1.073 -3.407 -2.249  0.01
F: -2.421 -4.112 -0.641  0.00

Cartesian forces, eV/Å:
W -2.9 -2.2 0.3
C -0.1 0.1 -0.2
C 0.0 -0.2 0.7
C 0.6 -0.9 0.2
C -0.2 -0.6 1.1
C 0.9 -0.3 0.3
C 0.1 -0.1 -0.1
H -0.1 -0.3 0.0
H 0.4 -0.1 0.3
H -0.1 0.3 -0.1
C -0.1 -0.2 -0.3
H -0.1 0.0 0.2
H 0.3 0.0 0.1
H -0.1 0.3 0.0
C -0.3 -0.2 -0.1
H 0.1 0.2 -0.2
H -0.1 0.1 0.2
H 0.1 -0.1 -0.2
C -0.2 0.0 0.0
H 0.2 0.1 -0.2
H 0.5 -0.2 0.5
H -0.2 -0.3 -0.1
C 0.3 0.2 0.2
H -0.2 -0.1 -0.2
H 0.0 -0.2 -0.1
H -0.2 -0.1 0.0
C 0.2 0.1 -1.2
C -0.5 0.5 -1.4
C 0.8 0.5 0.5
C 1.3 -0.5 -1.2
C -2.4 1.4 1.0
C 1.7 2.4 0.1
C -0.5 0.6 0.4
C -0.3 0.4 -0.1
H -0.2 -0.5 0.2
H 0.0 -0.1 0.2
H -0.2 0.1 -0.2
H 0.4 -0.4 0.1
H 0.2 0.0 0.0
H -0.6 -0.4 0.6
H 0.4 -0.3 0.3
H 0.1 0.1 -0.1
H 0.3 -1.0 -0.2
H 0.1 -0.3 -0.4
H -0.6 0.1 -0.4
H -0.3 0.3 0.3
P -1.4 1.1 0.2
C 0.2 0.0 -0.3
C 1.1 0.2 0.2
P 1.3 0.6 -2.1
C -0.2 0.1 -1.1
C -0.4 -0.6 1.2
C -0.7 -0.2 0.3
H 0.5 0.1 0.2
H -0.5 0.2 0.0
H 0.3 -0.7 -0.1
H 0.4 -0.2 -0.1
H 0.1 0.2 0.1
H -0.3 -0.3 -0.6
H 0.3 -0.3 0.6
H -0.5 -0.2 -0.1
H -0.4 0.3 0.3
H 1.1 0.1 0.2
H -0.7 1.2 -0.2
H 0.2 0.8 0.1
H 0.1 -0.5 -0.1
H -0.6 -0.4 -0.3
F 0.1 -0.1 0.1
C 1.0 0.4 0.5
F 0.2 0.0 0.0
C -0.6 -0.8 -0.9
F 0.9 0.2 0.7
F -0.7 0.2 0.7
F 0.4 0.7 -0.5


C9H17N3O5 in the gas phase at a distorted geometry. Source: OMol25; level of theory: the ωB97M-V functional and the def2-TZVPD basis.

The SMILES is C[C@@H](O)[C@H](N)C(=O)N[C@@H](CCC(N)=O)C(=O)O. The frontier orbital gap is 9.7 eV. The lowest unoccupied orbital energy is 0.4 eV.

Last column: natural (NBO) charge in e.
Atoms and positions in Å:
C: 2.489 -1.036 -1.915  -0.70
C: 1.384 -0.194 -2.550  0.08
O: 1.331 -0.560 -3.833  -0.72
C: 0.023 -0.820 -1.982  -0.19
N: -1.127 -0.427 -2.906  -0.83
C: -0.113 -0.520 -0.570  0.70
O: 0.128 -1.085 0.601  -0.65
N: -0.472 0.869 -0.633  -0.64
C: -0.858 1.703 0.547  -0.20
C: -2.063 1.376 1.507  -0.38
C: -1.902 -0.063 2.267  -0.51
C: -1.051 -0.244 3.562  0.67
N: -0.210 -1.343 3.775  -0.85
O: -1.154 0.619 4.533  -0.64
C: 0.429 1.926 1.298  0.82
O: 0.655 2.301 2.442  -0.51
O: 1.372 1.404 0.158  -0.78
H: 2.565 -2.190 -2.336  0.22
H: 2.407 -1.156 -0.783  0.26
H: 3.588 -0.325 -1.912  0.24
H: 1.533 0.976 -2.567  0.22
H: 2.073 -1.449 -3.894  0.48
H: 0.580 -1.964 -2.013  0.19
H: -0.549 -0.996 -3.748  0.41
H: -1.860 -1.036 -2.676  0.35
H: -1.237 0.955 -1.362  0.42
H: -0.912 2.662 0.000  0.25
H: -2.330 2.239 2.254  0.27
H: -2.832 1.378 0.462  0.21
H: -2.923 -0.252 2.568  0.24
H: -1.834 -0.893 1.608  0.24
H: 0.222 -2.175 2.968  0.42
H: 0.355 -1.478 4.648  0.41
H: 2.293 1.795 0.484  0.48

Cartesian forces, eV/Å:
C 4.0 1.1 2.4
C -0.3 0.7 2.2
O 3.7 -4.6 -4.4
C 2.9 -3.4 -0.9
N 5.2 -2.5 -1.6
C -0.7 2.3 6.4
O -0.5 1.7 -6.4
N -5.1 -2.0 0.4
C 1.4 0.5 0.7
C -0.4 -0.2 -2.7
C -1.2 1.1 0.2
C 0.8 2.9 3.6
N 1.7 -3.2 -2.8
O 0.1 -3.4 -4.0
C 1.5 -1.3 0.3
O 0.0 -1.1 -4.3
O 4.5 4.2 5.4
H 0.0 3.1 0.7
H -0.3 0.1 -1.4
H -3.0 -2.6 -0.7
H -0.5 -2.3 0.9
H -3.5 4.0 -0.3
H -2.9 2.2 -0.2
H -2.6 2.4 1.7
H -1.5 -1.1 0.3
H 1.5 0.1 0.8
H -0.9 0.1 0.7
H 0.6 -1.7 -1.7
H 0.9 -0.6 3.9
H -0.5 0.2 0.9
H 1.0 -0.3 -0.9
H -2.4 4.0 2.8
H -1.3 1.0 -1.1
H -2.4 -1.4 -0.9


A molecular structure, C53H39N4O2SZn. Source: OMol25; level of theory: the ωB97M-V functional and the def2-TZVPD basis.

As for the net charge: -1. The frontier orbital gap is 5.1 eV. The lowest unoccupied orbital energy is 1.6 eV.

Last column: Löwdin charge in e.
Atoms and positions in Å:
Zn: -0.019 -0.723 0.065  0.59
C: 5.396 0.060 5.511  -0.11
C: 5.024 1.252 4.906  -0.09
C: 4.044 1.258 3.923  -0.04
C: 3.421 0.075 3.535  -0.22
C: 3.795 -1.116 4.152  -0.02
C: 4.778 -1.124 5.132  -0.09
C: 2.370 0.064 2.475  -0.07
C: 1.036 0.041 2.896  -0.23
C: 0.625 0.134 4.278  0.00
C: -0.727 0.067 4.285  0.00
C: -1.143 -0.061 2.904  -0.24
C: -2.477 -0.195 2.484  -0.08
C: -3.532 -0.194 3.539  -0.21
C: -4.261 -1.348 3.817  -0.03
C: -5.245 -1.346 4.796  -0.09
C: -5.521 -0.188 5.510  -0.11
C: -4.802 0.968 5.239  -0.09
C: -3.816 0.963 4.263  -0.05
C: -2.909 -0.275 1.159  -0.24
N: -2.112 -0.267 0.059  0.09
C: -2.924 -0.214 -1.024  -0.23
C: -2.507 -0.130 -2.361  -0.07
C: -3.566 -0.091 -3.407  -0.19
C: -3.700 1.005 -4.260  -0.04
C: -4.690 1.038 -5.231  -0.09
C: -5.572 -0.025 -5.369  -0.11
C: -5.451 -1.121 -4.527  -0.09
C: -4.459 -1.153 -3.557  -0.04
C: -1.169 -0.053 -2.782  -0.23
C: -0.747 -0.008 -4.170  0.00
C: 0.603 0.051 -4.165  0.01
C: 1.013 0.032 -2.778  -0.24
N: -0.080 -0.044 -1.974  0.08
C: 2.344 0.078 -2.363  -0.07
C: 2.785 0.067 -1.032  -0.23
C: 4.173 0.150 -0.628  0.00
C: 4.182 0.135 0.726  0.00
C: 2.799 0.057 1.145  -0.23
N: 1.988 0.015 0.060  0.07
C: 3.388 0.183 -3.424  -0.22
C: 3.632 1.402 -4.050  -0.02
C: 4.605 1.506 -5.035  -0.09
C: 5.346 0.392 -5.404  -0.11
C: 5.112 -0.826 -4.780  -0.09
C: 4.141 -0.929 -3.795  -0.03
C: -4.310 -0.180 -0.592  0.00
C: -4.299 -0.232 0.757  -0.01
N: -0.056 -0.065 2.095  0.09
H: 6.164 0.055 6.275  0.09
H: 5.498 2.181 5.200  0.10
H: 3.752 2.186 3.445  0.12
H: 3.307 -2.036 3.853  0.13
H: 5.064 -2.058 5.600  0.10
H: 1.290 0.231 5.122  0.11
H: -1.385 0.102 5.139  0.10
H: -4.041 -2.252 3.263  0.12
H: -5.798 -2.254 5.005  0.10
H: -6.288 -0.187 6.274  0.09
H: -5.011 1.879 5.787  0.10
H: -3.254 1.866 4.053  0.12
H: -3.020 1.842 -4.155  0.11
H: -4.777 1.900 -5.882  0.10
H: -6.345 0.000 -6.127  0.09
H: -6.130 -1.959 -4.626  0.10
H: -4.356 -2.017 -2.913  0.12
H: -1.397 -0.035 -5.028  0.10
H: 1.266 0.088 -5.014  0.11
H: 5.018 0.215 -1.295  0.11
H: 5.035 0.182 1.384  0.11
H: 3.046 2.266 -3.757  0.12
H: 4.788 2.460 -5.514  0.10
H: 6.103 0.472 -6.175  0.09
H: 5.687 -1.699 -5.063  0.10
H: 3.954 -1.876 -3.304  0.12
H: -5.168 -0.085 -1.236  0.11
H: -5.144 -0.205 1.427  0.11
C: 0.554 4.134 0.633  -0.22
S: 0.148 2.761 -0.510  0.91
O: 0.565 3.244 -1.853  -0.52
C: -1.637 3.073 -0.423  -0.37
C: -2.356 2.938 0.758  -0.09
C: -3.716 3.203 0.758  -0.08
C: -4.357 3.581 -0.417  -0.09
C: -3.638 3.674 -1.600  -0.08
C: -2.274 3.417 -1.601  -0.08
H: 0.086 5.043 0.263  0.06
H: 1.640 4.231 0.635  0.05
H: 0.200 3.885 1.633  0.05
H: -1.869 2.601 1.666  0.10
H: -4.285 3.095 1.673  0.10
H: -5.421 3.782 -0.408  0.10
H: -4.144 3.930 -2.522  0.10
H: -1.673 3.490 -2.501  0.10
C: -0.327 -3.518 -1.269  -0.12
C: 0.100 -2.795 0.018  -0.44
O: 0.495 -3.506 0.938  -0.11
H: -0.264 -4.605 -1.154  0.05
H: 0.324 -3.188 -2.086  0.05
H: -1.349 -3.226 -1.534  0.05

Cartesian forces, eV/Å:
Zn 0.0 -0.2 0.0
C 0.0 0.0 0.0
C 0.0 0.0 0.0
C 0.0 0.0 0.0
C 0.0 0.0 0.0
C 0.0 0.0 0.0
C 0.0 0.0 0.0
C -0.1 0.0 -0.1
C 0.0 0.0 0.0
C 0.0 0.0 0.0
C 0.0 0.0 0.0
C 0.0 -0.1 0.0
C 0.0 0.0 0.0
C 0.0 0.0 0.0
C 0.0 0.0 0.0
C 0.0 0.0 0.0
C 0.0 0.0 0.0
C 0.0 0.0 0.0
C 0.0 0.0 0.0
C 0.0 0.1 0.0
N 0.0 0.0 0.0
C 0.0 0.1 0.0
C 0.1 0.0 0.1
C -0.1 0.0 -0.1
C 0.0 0.0 0.0
C 0.0 0.0 0.0
C 0.0 0.0 0.0
C 0.0 0.0 0.0
C 0.1 0.0 0.0
C 0.0 -0.1 0.0
C 0.0 0.0 0.0
C -0.1 0.0 0.0
C 0.1 0.0 0.0
N -0.1 0.1 0.0
C -0.1 0.0 0.1
C 0.0 0.1 0.0
C 0.0 0.0 0.0
C 0.0 0.0 0.0
C 0.0 0.1 0.0
N 0.1 -0.1 0.0
C 0.0 0.0 0.0
C 0.0 0.0 0.0
C 0.0 0.0 0.0
C 0.0 0.0 0.0
C 0.0 0.0 0.0
C 0.0 0.0 0.0
C 0.0 0.0 0.0
C 0.0 0.0 0.0
N -0.1 0.1 0.0
H 0.0 0.0 0.0
H 0.0 0.0 0.0
H 0.0 0.0 0.0
H 0.0 0.0 0.0
H 0.0 0.0 0.0
H 0.0 0.0 0.0
H 0.0 0.0 0.0
H 0.0 0.0 0.0
H 0.0 0.0 0.0
H 0.0 0.0 0.0
H 0.0 0.0 0.0
H 0.0 0.0 0.0
H 0.0 0.0 0.0
H 0.0 0.0 0.0
H 0.0 0.0 0.0
H 0.0 0.0 0.0
H 0.0 0.0 0.0
H 0.0 0.0 0.0
H 0.0 0.0 0.0
H 0.0 0.0 0.0
H 0.0 0.0 0.0
H 0.0 0.0 0.0
H 0.0 0.0 0.0
H 0.0 0.0 0.0
H 0.0 0.0 0.0
H 0.0 0.0 0.0
H 0.0 0.0 0.0
H 0.0 0.0 0.0
C 0.1 -0.3 -0.2
S -0.3 0.5 0.4
O 0.1 0.0 -0.2
C 0.0 -0.1 -0.1
C 0.1 -0.1 0.0
C 0.0 0.0 0.0
C 0.0 0.0 0.0
C -0.1 0.0 0.1
C 0.2 0.1 -0.1
H 0.0 0.0 0.0
H 0.0 -0.1 0.0
H 0.0 0.0 0.0
H 0.0 0.0 0.0
H 0.0 0.0 0.0
H 0.0 0.0 0.0
H 0.0 0.0 0.0
H 0.0 0.0 0.0
C 0.0 0.0 0.1
C 0.0 -0.1 0.0
O 0.0 0.0 0.0
H 0.0 0.0 0.0
H 0.0 0.0 0.0
H 0.0 0.0 0.0


2 unconnected molecules or ions with the total composition C6H11NSSi at a distorted geometry. Source: OMol25; level of theory: the ωB97M-V functional and the def2-TZVPD basis.

The frontier orbital gap (alpha / beta) is 8.1 / 8.1 eV. The lowest unoccupied orbital energy (alpha / beta) is -0.6 / -0.6 eV.

Last column: natural (NBO) charge in e.
Atoms and positions in Å:
C: -2.765 1.356 -0.047  -0.04
C: -3.725 0.410 0.080  -0.42
C: -1.452 -0.379 -0.129  0.00
C: 2.773 -1.416 -0.206  -1.06
C: 1.304 1.417 0.444  -1.10
C: -0.179 -1.068 -0.213  -0.65
N: -1.550 0.898 -0.170  -0.46
Si: 1.358 -0.142 -0.689  1.34
S: -3.003 -1.172 -0.049  0.41
H: -2.818 2.423 -0.128  0.22
H: -4.742 0.612 0.146  0.23
H: 3.576 -0.880 0.292  0.23
H: 2.455 -2.065 0.518  0.22
H: 3.242 -2.028 -0.990  0.23
H: 0.181 1.473 0.774  0.28
H: 1.930 1.198 1.328  0.23
H: 1.669 2.363 0.115  0.24
H: 0.316 -0.966 1.623  0.07
H: -0.216 -2.060 -0.487  0.21
H: 1.646 0.023 -2.211  -0.17

Cartesian forces, eV/Å:
C -1.5 0.6 0.0
C 0.9 -0.6 -0.4
C -0.3 -1.2 -0.6
C 0.4 2.1 -1.7
C -1.4 -1.4 1.0
C 0.6 2.2 3.3
N 2.6 0.1 -0.3
Si 1.9 -0.1 0.1
S -0.2 1.0 0.5
H -0.9 0.4 0.2
H -1.6 -0.1 0.1
H 0.3 0.3 -0.1
H -1.2 -1.8 1.9
H -0.4 0.4 -0.1
H 2.5 0.2 -0.6
H -0.3 -0.2 -0.2
H 0.0 0.7 -0.7
H -0.8 -0.5 -3.3
H -0.1 -2.3 -0.1
H -0.7 0.2 1.0


2 unconnected molecules or ions with the total composition C5H13NO at a distorted geometry. Source: OMol25; level of theory: the ωB97M-V functional and the def2-TZVPD basis.

The SMILES is CC/C=C(/C)N.O. The frontier orbital gap is 8.7 eV. The lowest unoccupied orbital energy is 0.8 eV.

Last column: natural (NBO) charge in e.
Atoms and positions in Å:
C: 1.154 1.592 0.336  -0.59
C: 0.086 0.712 -0.381  -0.43
C: 0.252 -0.828 -0.214  -0.28
C: -0.368 -1.459 0.845  0.19
C: -0.223 -2.951 0.821  -0.65
N: -0.963 -0.811 2.017  -0.84
H: 0.815 2.723 0.181  0.20
H: 1.327 1.331 1.353  0.21
H: 2.065 1.423 -0.023  0.19
H: 0.399 0.710 -1.480  0.19
H: -0.952 1.014 -0.390  0.21
H: 0.711 -1.275 -1.024  0.19
H: 0.018 -3.261 -0.210  0.23
H: 0.686 -3.242 1.481  0.22
H: -1.196 -3.220 1.200  0.20
H: -1.339 -1.558 2.636  0.37
H: -1.701 -0.131 1.657  0.39
O: -0.470 2.777 -2.740  -0.94
H: -0.699 3.795 -2.901  0.47
H: 0.400 2.659 -3.165  0.47

Cartesian forces, eV/Å:
C -5.2 2.4 0.3
C 2.6 -1.8 -2.3
C -3.3 2.8 4.4
C 2.5 0.9 -1.8
C 1.5 0.6 1.2
N -0.6 -0.5 -2.2
H 1.1 -2.3 0.6
H -0.7 0.1 1.3
H 3.7 -0.4 -2.3
H -0.8 0.9 1.1
H -0.1 0.4 0.5
H 0.7 -1.5 -1.2
H -0.5 -0.1 0.6
H -1.8 0.1 -0.7
H -0.1 -1.5 0.1
H -0.1 1.1 -0.7
H 1.2 -1.3 1.1
O -0.3 3.4 -0.8
H 0.9 -3.4 0.5
H -0.6 0.2 0.3


C3H5FO2 in the gas phase at a distorted geometry. Source: OMol25; level of theory: the ωB97M-V functional and the def2-TZVPD basis.

The SMILES is O[C@H]1C(F)[C@@H]1O. The frontier orbital gap is 10.5 eV. The lowest unoccupied orbital energy is 0.7 eV.

Last column: natural (NBO) charge in e.
Atoms and positions in Å:
O: 1.315 -1.127 -0.403  -0.69
C: 0.350 -0.540 0.356  0.02
C: 0.387 0.922 0.333  0.15
F: 1.352 1.633 -0.335  -0.34
C: -0.666 0.180 -0.466  0.02
O: -1.988 0.309 -0.138  -0.68
H: 1.979 -1.563 0.132  0.48
H: 0.079 -0.942 1.331  0.19
H: -0.023 1.526 1.136  0.18
H: -0.433 0.128 -1.507  0.19
H: -2.352 -0.527 -0.439  0.47

Cartesian forces, eV/Å:
O 0.7 -1.4 -0.8
C 0.0 0.0 1.1
C -1.4 2.1 -0.5
F 0.0 -0.5 0.0
C 1.6 0.8 0.3
O -0.6 -0.3 0.2
H 0.1 0.1 0.2
H 0.0 -0.4 -0.3
H 0.2 -0.3 0.3
H 0.2 0.0 -0.7
H -0.7 0.0 0.2